ORCA calculation (ωB97M-V/def2-TZVPD) on C19H35AuCl3N2O6SSi as an isolated structure in a non-equilibrium geometry.

Each line ends with the Mulliken charge.
CARTESIAN COORDINATES (ANGSTROEM)
Au -1.082 0.996 -1.717  0.92
Cl -5.071 -1.328 0.282  -0.11
Cl -3.567 0.144 2.282  -0.08
Cl -5.794 1.382 0.961  -0.11
S 0.706 0.974 -0.354  -0.50
Si 1.330 -0.432 1.281  0.32
O 0.368 1.345 -3.138  -0.58
O -2.268 0.492 -0.262  -0.84
O 1.709 0.535 2.501  -0.71
O 0.192 -1.500 1.617  0.54
O 2.676 -1.132 0.760  -0.26
O -4.103 1.230 -1.384  -0.51
N -2.360 1.581 -3.309  -0.03
N -2.399 -0.558 -4.220  -0.35
C -0.357 1.136 3.601  -1.29
C 4.259 0.657 0.342  -1.43
C -0.018 -3.732 2.402  -1.81
C -1.649 -2.750 0.784  -1.23
C -3.715 1.183 -5.224  -0.89
C -4.127 2.486 -5.212  -0.29
C 1.886 1.410 4.679  -1.80
C 1.096 1.500 3.385  1.67
C -0.197 -2.835 1.190  1.82
C -2.793 2.870 -3.297  -0.25
C 1.231 2.886 2.777  -1.55
C 3.894 -0.794 0.066  1.61
C 4.953 -1.729 0.624  -1.74
C -3.578 0.747 -0.431  0.13
C -3.660 3.363 -4.222  -0.72
C -2.827 0.731 -4.234  1.01
C 3.688 -1.051 -1.419  -1.26
C -4.453 0.270 0.764  0.78
C 0.667 -3.304 0.028  -1.47
H 0.726 2.945 1.811  0.21
H 1.816 0.408 5.102  0.39
H -3.979 4.393 -4.175  0.46
H -0.603 -3.352 3.239  0.32
H 1.032 -3.772 2.697  0.39
H 0.782 3.622 3.444  0.47
H 2.847 -0.468 -1.798  0.03
H -1.782 -1.999 0.005  0.06
H 1.720 -3.319 0.304  0.26
H 4.585 -0.777 -1.974  0.47
H 3.512 1.340 -0.071  0.24
H -0.448 0.108 3.959  0.35
H 4.664 -2.768 0.462  0.35
H 0.549 -2.643 -0.836  0.22
H 5.222 0.892 -0.115  0.53
H -4.069 0.486 -5.971  0.39
H 5.910 -1.552 0.130  0.43
H 4.328 0.835 1.415  0.30
H -1.925 -0.922 -3.411  0.05
H 1.171 1.654 -2.677  0.44
H -0.911 1.224 2.668  0.05
H 1.497 2.124 5.407  0.44
H 2.937 1.636 4.496  0.36
H -1.992 -3.716 0.408  0.45
H -0.803 1.807 4.337  0.51
H -0.353 -4.745 2.173  0.43
H 0.108 2.009 -3.796  0.35
H -2.409 3.491 -2.498  0.42
H -2.267 -2.470 1.637  0.31
H -2.892 -1.231 -4.781  0.29
H 5.078 -1.566 1.695  0.40
H 3.478 -2.108 -1.593  0.34
H 2.283 3.136 2.631  0.35
H -4.820 2.837 -5.965  0.41
H 0.369 -4.312 -0.265  0.54

The total energy comes out at -3509.8269 Ha. As for the lowest unoccupied orbital energy: -4.978 eV. As for the total charge: +1. Its relative energy (zero: lowest compared OMol25 entry of this formula, charge and spin) is 34.9 kcal/mol.

---

ORCA calculation (ωB97M-V/def2-TZVPD) on C19H35BBrCl3I2N4O7PS as an isolated structure in a non-equilibrium geometry.

Each line ends with the Mulliken charge.
CARTESIAN COORDINATES (ANGSTROEM)
I 0.155 3.476 3.707  0.19
I 0.465 -1.462 3.976  0.09
Br -1.515 -3.915 0.124  0.04
Cl -2.004 1.676 1.587  -0.08
Cl 7.457 0.463 2.044  -0.17
Cl 6.909 -2.302 1.219  -0.16
S -2.565 -2.646 -3.068  1.07
P 2.339 1.072 1.613  0.35
O -2.963 1.351 -4.326  -0.44
O -3.218 -3.911 -3.022  -0.61
O -1.008 0.266 -3.433  -0.58
O 1.607 -2.359 -3.734  -0.58
O -2.907 0.590 -2.054  -0.51
O 3.147 -0.070 2.101  -0.78
O -2.696 -1.724 -4.163  -0.58
N -2.428 -0.494 -1.331  1.22
N -0.831 -1.168 0.297  0.72
N 3.386 -1.878 -2.425  -0.44
N -0.833 0.990 -0.572  0.79
C -0.413 1.566 0.706  1.85
C 0.119 3.004 0.433  -1.46
C -1.551 -2.178 1.066  -0.90
C -0.003 1.126 5.507  -1.68
C -3.799 -2.882 2.081  -1.59
C 1.529 -0.801 -0.445  -2.57
C 6.580 -1.032 2.405  0.32
C -1.147 3.795 -1.692  -1.36
C 0.156 1.399 4.030  0.74
C 0.537 0.599 1.553  2.88
C 1.088 -1.770 -1.536  0.94
C 0.214 3.567 -1.001  0.05
C 0.533 -0.756 0.751  -1.77
C 2.040 -2.003 -2.686  -0.06
C 1.265 2.932 -1.927  -1.39
C 0.302 0.460 3.091  -2.42
C -1.402 -0.263 -0.509  -2.06
C -3.173 -1.683 -1.668  -0.61
C -2.898 -1.741 1.621  0.21
B -2.298 0.714 -3.344  0.52
H 0.889 2.092 -2.514  0.19
H -4.093 -1.313 -2.131  0.46
H -1.971 3.313 -1.164  0.32
H -4.577 -2.479 2.730  0.44
H 1.085 3.147 0.918  0.57
H 0.895 -1.536 1.411  1.73
H 2.393 2.187 2.449  0.10
H -3.430 -1.093 0.923  0.25
H -3.817 0.981 -4.580  0.33
H 5.517 -0.816 2.389  -0.24
H 0.857 -2.750 -1.110  0.27
H 3.674 -0.983 -2.046  0.22
H -0.857 0.470 5.687  0.41
H -0.166 2.044 6.061  0.49
H -2.648 -1.122 2.489  0.31
H -3.244 -3.629 2.650  0.36
H 6.896 -1.383 3.380  0.28
H 2.490 -1.130 -0.046  1.22
H -0.147 1.039 -1.319  -0.52
H -3.469 -2.305 -0.830  0.31
H -1.363 4.856 -1.798  0.34
H 1.618 3.673 -2.644  0.51
H -4.294 -3.381 1.248  0.32
H -0.547 3.682 0.963  0.59
H 3.913 -2.069 -3.273  0.33
H -1.253 -2.802 -2.787  0.07
H 0.214 -1.367 -2.048  -0.71
H 0.896 0.651 5.908  0.40
H 2.145 2.606 -1.367  0.18
H -0.902 -2.434 1.891  0.55
H -0.729 0.134 -4.352  0.38
H 1.666 0.176 -0.916  0.29
H 2.706 1.583 0.360  -0.01
H 0.615 4.568 -0.811  0.79
H -1.139 3.378 -2.702  0.26

The total energy comes out at -6804.8671 Ha. As for the lowest unoccupied orbital energy: -3.314 eV. As for the total charge: +1.

---

ORCA calculation (ωB97M-V/def2-TZVPD) on C19H35BNO2PZr as an isolated structure in a non-equilibrium geometry.

Each line ends with the Mulliken charge.
CARTESIAN COORDINATES (ANGSTROEM)
Zr -0.229 0.097 -0.297  -1.59
P 2.127 -0.599 -0.993  0.98
O 1.511 1.486 2.074  -0.23
O -0.598 2.503 1.872  -0.49
N -2.643 -1.044 -2.950  0.03
C -0.569 3.768 3.869  -1.74
C 2.704 1.044 -1.670  -1.12
C 2.210 -1.548 -2.545  -1.28
C -0.772 2.842 -3.478  -0.97
C -1.629 -1.053 -3.966  -0.86
C 0.489 3.360 -3.768  -0.81
C -0.369 2.388 3.270  1.54
C 3.527 -1.243 -0.069  -1.11
C -3.261 -2.327 -2.708  -0.93
C -1.453 1.483 3.860  -1.80
C 1.223 0.547 4.246  -1.69
C 0.264 1.096 -2.184  0.82
C 1.641 2.793 -3.215  -0.86
C -2.544 -0.177 -1.796  0.69
C -2.272 1.306 -2.151  -1.97
C 1.107 1.809 3.402  1.62
C -0.903 1.725 -2.641  0.75
C 2.117 2.815 3.931  -2.02
C 1.524 1.656 -2.408  0.79
B 0.301 1.555 1.366  0.84
H -1.684 3.294 -3.878  0.50
H 2.628 3.217 -3.390  0.54
H -4.182 -2.195 -2.120  0.31
H -2.551 1.905 -1.259  0.51
H 2.096 3.756 3.372  0.38
H 0.070 -0.980 1.207  0.13
H 3.358 -2.312 0.114  0.43
H 0.579 4.220 -4.429  0.44
H -1.568 4.136 3.609  0.46
H -1.433 0.456 3.468  0.25
H -0.508 3.716 4.964  0.37
H 3.604 -0.725 0.895  0.30
H 0.167 4.494 3.509  0.37
H -3.506 -2.792 -3.672  0.32
H 3.124 2.388 3.851  0.52
H -0.663 -1.475 -3.619  0.21
H -1.372 1.449 4.955  0.42
H -1.909 -0.704 -0.979  -0.15
H -2.439 1.908 3.625  0.46
H 1.927 3.024 4.991  0.38
H -2.599 -3.022 -2.157  0.34
H 3.024 1.653 -0.807  0.46
H 1.885 -2.576 -2.351  0.42
H 2.284 0.271 4.331  0.46
H 3.246 -1.540 -2.907  0.44
H 0.856 0.729 5.265  0.37
H -3.561 -0.211 -1.366  0.52
H 3.580 0.860 -2.307  0.67
H 4.456 -1.113 -0.640  0.42
H -3.017 1.587 -2.910  0.51
H 0.689 -0.306 3.807  0.25
H -1.994 -1.701 -4.780  0.43
H -1.437 -0.048 -4.365  0.28
H 1.559 -1.111 -3.309  0.33
H -0.312 -1.574 0.548  0.37

The total energy comes out at -1362.7694 Ha. As for the lowest unoccupied orbital energy (alpha / beta): -9.513 / -9.512 eV. As for the total charge: +2.

---

ORCA calculation (ωB97M-V/def2-TZVPD) on a 2-piece molecular cluster, C19H35BNO5S overall in a non-equilibrium geometry.

Each line ends with the Mulliken charge.
CARTESIAN COORDINATES (ANGSTROEM)
S 3.976 1.005 3.313  0.52
O 5.566 0.642 2.908  -0.26
O 3.735 2.381 2.362  -0.26
O 3.110 -0.087 2.863  -0.42
O 3.121 4.467 0.227  -0.50
O 0.767 3.963 0.784  -0.61
N -3.959 -0.208 -1.363  0.21
C -6.079 -1.416 -0.931  -0.52
C -5.465 -0.298 -1.758  -0.67
C -1.366 0.367 0.615  0.33
C 6.070 -1.426 -0.871  -0.42
C 2.531 2.221 1.574  -0.45
C 4.948 -3.406 0.173  -0.42
C -0.953 1.463 -2.802  -1.23
C 5.654 -1.494 1.588  0.95
C -1.293 -0.076 2.072  -1.71
C -4.905 -2.184 -0.333  -0.76
C -2.554 1.277 0.299  -0.66
C 5.478 -2.744 -1.000  -0.45
C -3.253 0.335 -2.601  -0.75
C 5.026 -2.791 1.483  -0.52
C 6.170 -0.786 0.428  -0.41
C -1.733 0.152 -2.712  -0.31
C -3.892 0.679 -0.122  -1.15
C -3.669 -1.672 -1.055  -0.43
C 5.817 -0.775 2.973  -0.98
B 2.171 3.638 0.824  0.52
H -4.550 1.524 -0.338  0.39
H -4.339 0.132 0.708  0.53
H -3.675 -0.224 -3.436  0.30
H -6.690 -2.061 -1.562  0.34
H -0.446 0.918 0.391  0.04
H 1.695 1.991 2.288  0.21
H -6.733 -1.025 -0.151  0.29
H 6.908 -0.879 3.233  0.38
H -4.840 -1.983 0.738  0.28
H 4.619 -3.281 2.393  0.31
H -5.517 -0.561 -2.814  0.43
H -1.128 0.783 2.725  0.37
H -1.340 -0.523 -0.007  -0.05
H 0.053 1.281 -3.181  0.38
H -2.273 2.017 -0.451  0.34
H 0.339 3.088 0.675  0.36
H 4.494 -4.419 0.055  0.33
H -3.567 1.374 -2.710  0.58
H 6.625 0.225 0.523  0.34
H -1.442 2.172 -3.473  0.36
H -5.020 -3.263 -0.436  0.46
H -0.833 1.950 -1.835  0.18
H -2.757 1.881 1.192  0.65
H 6.460 -0.909 -1.779  0.34
H 5.431 -3.224 -2.000  0.35
H -2.777 -1.767 -0.445  0.30
H -0.454 -0.761 2.204  0.43
H 3.426 5.164 0.837  0.32
H -5.933 0.674 -1.614  0.42
H -2.206 -0.590 2.383  0.37
H 2.581 1.423 0.789  0.34
H -3.532 -2.182 -2.010  0.51
H 5.262 -1.302 3.792  0.43
H -1.545 -0.360 -3.660  0.53
H -1.312 -0.509 -1.959  0.20

The total energy comes out at -1598.7327 Ha. As for the lowest unoccupied orbital energy: -2.394 eV. As for the total charge: +1.

---

ORCA calculation (ωB97M-V/def2-TZVPD) on C19H35CuNO2P2 as an isolated structure in a non-equilibrium geometry.

Each line ends with the Mulliken spin population.
CARTESIAN COORDINATES (ANGSTROEM)
Cu -1.251 -1.678 3.376  0.01
P 1.535 2.714 0.053  0.03
P -0.183 1.194 -2.625  0.18
O -3.556 -2.249 2.015  0.00
O 0.707 -3.864 1.439  0.00
N -1.308 -2.757 1.862  0.00
C -0.839 0.898 0.336  0.00
C 1.846 -0.989 0.498  0.08
C -1.648 1.294 -3.684  0.01
C -1.020 -0.820 -1.545  0.15
C 0.419 2.962 -2.613  0.05
C 0.215 -1.433 -1.403  0.34
C -0.506 -3.874 1.622  0.00
C 1.387 -0.672 -0.932  0.01
C -2.661 -3.082 1.899  0.00
C 0.074 0.572 1.466  0.00
C -1.686 -0.217 -0.336  0.08
C 0.345 3.991 0.618  0.00
C 3.104 3.395 0.685  0.00
C 1.647 3.263 -1.737  -0.01
C 1.081 0.527 -3.761  0.02
C -0.278 -1.650 5.013  0.01
C 1.297 -0.008 1.475  0.05
C -1.390 -5.106 1.557  0.00
C -2.801 -4.586 1.727  0.00
H 3.127 4.479 0.508  0.00
H -1.962 -1.022 0.359  -0.04
H -0.291 0.967 2.429  0.00
H -0.633 3.878 0.134  0.00
H 2.238 -0.810 -1.612  0.02
H -3.280 -5.022 2.608  0.00
H -2.332 2.040 -3.284  0.00
H -2.141 0.322 -3.702  0.00
H 1.544 -2.020 0.761  0.00
H -3.427 -4.805 0.859  0.00
H 3.934 2.901 0.174  0.00
H -1.530 1.686 0.685  0.00
H -1.697 -1.222 -2.316  0.03
H 0.316 -0.767 5.307  0.00
H 0.220 3.882 1.701  0.00
H 1.851 4.343 -1.700  0.00
H 2.541 2.771 -2.144  0.00
H -0.246 1.377 -0.500  0.04
H 0.767 4.979 0.395  0.00
H 3.149 3.178 1.760  0.00
H -1.322 1.567 -4.690  0.00
H 2.096 0.660 -3.373  0.00
H 0.312 -2.579 5.122  0.00
H -0.433 3.587 -2.310  0.00
H 1.801 -0.056 2.456  0.00
H 2.945 -0.940 0.501  0.00
H -1.207 -1.724 5.621  0.00
H -2.618 0.263 -0.656  0.00
H -1.249 -5.617 0.604  0.00
H 0.647 3.186 -3.667  0.01
H 0.901 -0.535 -3.926  -0.01
H 1.200 0.409 -0.998  0.01
H 0.403 -2.443 -1.760  -0.06
H 0.973 1.069 -4.705  0.00
H -1.126 -5.804 2.353  0.00

The total energy comes out at -3273.1567 Ha. Its spin multiplicity is 2. As for the lowest unoccupied orbital energy (alpha / beta): -0.504 / -2.615 eV.

---

ORCA calculation (ωB97M-V/def2-TZVPD) on one molecule with the formula C19H35FN2O9 in a non-equilibrium geometry.

Each line ends with the Mulliken charge.
CARTESIAN COORDINATES (ANGSTROEM)
F -6.809 2.755 1.362  -0.23
O -0.798 -1.318 -0.775  0.30
O 1.799 1.021 -4.500  -0.42
O -2.870 -1.272 1.213  -0.29
O 0.531 -2.921 0.580  -0.42
O -6.292 -0.638 1.897  -0.56
O -7.093 1.285 -0.611  -0.45
O 0.082 2.662 1.883  -0.39
O 4.553 1.509 -0.313  -0.54
O -0.014 0.553 -6.166  -0.52
N -4.972 1.032 0.677  0.01
N 4.161 -2.339 -0.275  -0.36
C -2.946 0.404 3.236  -0.87
C -0.816 -2.363 0.279  -0.73
C -0.852 0.751 -2.666  -0.19
C -1.496 -1.619 1.613  0.60
C 4.860 0.172 0.264  0.25
C -1.811 -1.574 -1.811  -0.45
C 3.095 -2.387 0.799  -0.73
C 6.509 0.042 0.363  -1.09
C -0.782 1.719 -4.025  -0.37
C 1.439 2.114 2.138  -0.14
C -1.487 -0.695 -3.190  -0.44
C 0.398 1.053 -4.984  0.41
C 1.593 -1.962 0.201  1.09
C -6.318 1.677 0.428  0.49
C -0.749 2.002 2.945  -0.63
C -3.669 -0.762 2.338  0.32
C -2.267 1.624 2.376  0.18
C 4.372 -0.947 -0.832  -0.25
C -5.060 -0.132 1.657  0.13
H -2.032 -2.704 -2.023  0.34
H 1.745 -1.873 -0.965  0.04
H -0.798 2.751 3.851  0.28
H 4.313 0.098 1.295  0.14
H 6.729 -0.841 1.108  0.30
H 1.329 -0.947 0.730  -0.76
H 6.921 -0.125 -0.723  0.26
H -1.414 -2.311 2.554  0.29
H 1.429 0.997 1.746  -0.17
H 0.246 0.555 -2.295  -0.02
H 3.956 -3.030 -1.044  0.31
H 2.979 -3.537 1.096  0.30
H -2.933 2.603 2.335  0.46
H 3.352 -1.803 1.781  0.21
H 5.188 -1.018 -1.700  0.35
H -0.481 2.811 -3.650  0.33
H 6.893 1.087 0.740  0.32
H -2.553 -0.541 -3.706  0.26
H -1.520 1.215 -1.818  0.12
H -3.773 0.827 3.981  0.39
H 1.689 2.119 3.285  0.30
H -2.830 -1.114 -1.395  0.05
H 5.041 1.620 -1.181  0.32
H -0.740 -1.282 -3.911  0.27
H -1.839 1.689 -4.544  0.29
H -0.212 1.024 3.346  0.31
H 3.408 -0.492 -1.364  0.02
H -4.041 -1.606 3.084  0.21
H -0.800 -0.684 1.820  -0.48
H 2.288 2.689 1.568  0.25
H -4.473 0.771 -0.201  0.21
H -2.098 -0.070 3.906  0.35
H -2.097 1.319 1.237  -0.26
H -1.507 -3.277 0.038  0.35
H 2.347 1.635 -5.084  0.33

The total energy comes out at -1631.0166 Ha. As for the lowest unoccupied orbital energy: -0.344 eV.

---

ORCA calculation (ωB97M-V/def2-TZVPD) on C19H35I2MgN2OSSb as an isolated structure in a non-equilibrium geometry.

Each line ends with the Mulliken charge.
CARTESIAN COORDINATES (ANGSTROEM)
I -2.658 -2.191 4.333  0.08
I -2.488 -3.283 6.766  -0.03
Sb -0.444 0.430 -1.568  0.69
S -2.569 1.294 2.214  -0.53
Mg -0.937 -0.021 1.062  0.77
O 0.145 -1.549 0.836  -0.56
N -5.001 0.751 1.344  -0.14
N -3.537 1.633 -0.221  -0.02
C 2.136 -0.564 2.745  1.09
C -1.813 -0.997 -2.496  -0.75
C 5.401 1.318 3.031  -1.58
C 1.711 -1.001 -3.360  -1.31
C 1.590 -0.116 -2.130  0.09
C -3.801 1.199 1.036  0.53
C 0.886 -0.705 3.564  -1.96
C 3.719 -1.464 1.088  0.76
C -5.344 0.104 2.588  -0.92
C 4.668 -0.592 1.584  -0.78
C 1.325 -1.966 0.859  -0.79
C 0.148 2.489 -3.851  -1.15
C -0.707 2.353 -2.610  -0.57
C 2.384 -1.370 1.593  1.09
C -4.583 1.819 -1.216  -1.19
C 3.137 0.257 3.218  -0.96
C 4.126 -2.425 0.015  -1.55
C 4.388 0.321 2.602  0.60
C -2.036 -0.786 -3.979  -1.08
H 5.220 1.667 4.044  0.38
H 0.326 -1.598 3.299  0.30
H 5.665 -0.602 1.167  0.41
H 6.407 0.915 2.961  0.41
H -0.448 3.123 -1.881  0.54
H 5.167 -2.261 -0.256  0.41
H 3.537 -2.333 -0.894  0.23
H -5.240 -0.979 2.489  0.28
H 2.001 -0.613 -1.251  -0.37
H -1.119 -0.954 -4.540  0.24
H -4.130 2.192 -2.131  0.27
H 1.174 -0.778 4.613  0.47
H -1.762 2.454 -2.865  0.17
H 2.952 0.859 4.095  0.48
H 4.036 -3.451 0.373  0.39
H -6.368 0.346 2.853  0.31
H -2.400 0.218 -4.191  0.27
H 2.130 0.823 -2.266  0.50
H 2.759 -1.259 -3.517  0.46
H -5.334 2.544 -0.891  0.45
H 1.570 -2.803 0.191  0.56
H 1.144 -1.926 -3.250  0.35
H -2.778 -1.494 -4.345  0.42
H -2.751 -0.903 -1.940  0.45
H -5.065 0.868 -1.442  0.43
H -0.151 1.776 -4.615  0.27
H -2.765 2.286 -0.280  0.35
H -5.730 0.772 0.641  0.23
H 1.370 -0.489 -4.255  0.32
H -1.402 -1.988 -2.297  0.48
H 1.204 2.353 -3.636  0.30
H 5.351 2.188 2.372  0.32
H -4.678 0.446 3.377  0.37
H 0.029 3.488 -4.262  0.41
H 0.229 0.170 3.482  0.35

The total energy comes out at -2363.1919 Ha. As for the lowest unoccupied orbital energy: -6.371 eV. As for the total charge: +2. Its relative energy (zero: lowest compared OMol25 entry of this formula, charge and spin) is 29.8 kcal/mol.